102
Properties=species:S:1:pos:R:3:forces:R:3:mulliken_charge:R:1 method="wB97M-V/def2-TZVPD" e_homo_ev=-8.23 energy_ev=-82201.183 multiplicity=1 orbital_gap_ev=8.63 smiles="CO[C@H](Cl)[C@@H](COc1ccccc1)O[C@@H]([PH2]=O)c1ccncc1.CN(C)C=O.CN(C)C=O.CN(C)C=O.CN(C)C=O.CN(C)C=O" total_charge=0 e_lumo_ev=0.40
C -1.17312 -0.03448 -3.90861 -0.154 -0.208 0.197 -0.636
O -0.28069 0.88780 -3.31096 0.190 0.069 -0.183 -0.351
C -0.75764 2.18033 -3.20178 0.184 0.007 0.139 -0.098
Cl 0.59629 3.29630 -3.60709 -0.122 0.059 -0.027 -0.215
C -1.27448 2.51619 -1.77057 -0.207 0.272 -0.356 0.149
C -2.54891 3.40722 -1.84200 0.275 0.227 0.073 -1.278
O -3.50754 3.06079 -0.87504 -0.171 0.150 -0.086 -0.361
C -4.44413 2.12322 -1.20163 -0.053 -0.067 0.079 0.775
C -4.36340 1.27926 -2.29898 0.107 0.061 -0.185 0.059
C -5.35896 0.33660 -2.52353 -0.132 -0.129 0.064 -0.780
C -6.44253 0.21713 -1.66622 0.342 0.145 -0.105 -0.861
C -6.51954 1.08330 -0.58102 -0.122 -0.089 0.056 -0.515
C -5.53677 2.02733 -0.34617 -0.070 -0.028 0.087 -0.604
O -1.57118 1.31944 -1.10121 0.067 -0.070 -0.075 -0.528
C -0.85863 1.01002 0.08542 -0.032 -0.209 0.123 0.237
P 0.97310 0.98363 -0.09805 0.309 0.688 0.385 0.589
O 1.61934 2.32380 -0.09524 -0.027 0.005 -0.322 -0.738
C -1.27187 1.84126 1.27886 -0.059 -0.042 0.183 0.310
C -2.05667 1.25503 2.26426 0.101 0.060 -0.090 -0.299
C -2.43312 2.00900 3.36351 -0.167 -0.146 0.104 -0.642
N -2.10941 3.28583 3.54175 0.131 0.048 -0.127 -0.613
C -1.35359 3.84325 2.59443 -0.131 -0.123 0.097 -0.863
C -0.90576 3.16738 1.47237 0.110 0.136 -0.250 0.136
H -1.71305 0.41469 -4.74650 0.034 0.030 -0.047 0.350
H -0.58237 -0.87222 -4.27221 0.077 0.040 -0.042 0.283
H -1.89133 -0.40977 -3.17479 -0.048 0.069 -0.001 0.214
H -1.51638 2.38656 -3.95964 -0.082 -0.101 -0.001 0.381
H -0.49969 3.10446 -1.28433 0.138 -0.306 0.223 0.711
H -2.97799 3.42835 -2.84777 -0.102 -0.151 0.016 0.541
H -2.25777 4.43139 -1.60992 -0.016 0.020 0.016 0.257
H -3.52865 1.34160 -2.98399 0.001 -0.041 0.046 0.284
H -5.27857 -0.33112 -3.37274 0.047 0.036 -0.042 0.418
H -7.21019 -0.52028 -1.83825 -0.080 0.016 0.030 0.514
H -7.36600 1.01559 0.08965 -0.011 -0.002 0.005 0.484
H -5.61178 2.69506 0.50199 0.105 0.034 -0.002 0.448
H -1.12577 -0.02257 0.30809 0.013 -0.061 -0.099 0.488
H 1.38459 0.20782 0.99069 -0.114 -0.220 -0.023 0.044
H 1.22963 0.20197 -1.23420 -0.136 -0.138 0.013 -0.049
H -2.36244 0.22042 2.17963 -0.028 -0.018 0.013 0.510
H -3.03094 1.54561 4.14189 -0.030 0.078 0.034 0.431
H -1.08025 4.88161 2.73939 -0.013 0.024 0.051 0.425
H -0.25649 3.67332 0.77267 0.043 -0.004 0.010 0.410
C -0.70701 2.06199 8.54483 -0.034 0.013 0.050 0.124
O -1.56642 2.91862 8.59105 0.013 -0.003 -0.012 -0.578
N 0.11286 1.85321 7.49532 0.099 -0.068 -0.064 0.138
C 1.12019 0.81594 7.50434 -0.048 0.077 -0.056 -0.896
C -0.02404 2.70023 6.31952 -0.082 0.013 0.134 -0.937
H -0.51979 1.36536 9.38129 0.005 -0.004 -0.009 0.252
H 2.11796 1.24361 7.38253 0.017 -0.029 0.011 0.321
H 0.94806 0.10220 6.69540 0.022 -0.024 0.013 0.312
H 1.08530 0.28142 8.45209 -0.001 -0.003 0.006 0.304
H 0.13981 3.74448 6.58721 -0.003 0.015 -0.044 0.287
H -1.02487 2.61829 5.89934 0.003 0.042 -0.023 0.273
H 0.70679 2.39802 5.57271 0.005 -0.019 0.004 0.385
C -9.75801 1.13616 -2.02322 0.135 -0.004 -0.019 0.206
O -9.50451 0.12421 -1.39854 -0.206 -0.043 0.045 -0.623
N -10.90919 1.82678 -1.91831 -0.052 0.050 -0.032 0.102
C -11.15615 3.03165 -2.68131 -0.041 -0.067 0.074 -0.917
C -11.92766 1.33784 -1.00496 0.064 -0.027 -0.010 -0.937
H -9.04295 1.58168 -2.73598 -0.005 0.006 0.008 0.233
H -11.32715 3.88130 -2.01720 0.008 0.024 -0.024 0.341
H -12.03061 2.90982 -3.32393 0.008 0.027 -0.021 0.335
H -10.29233 3.24865 -3.30658 0.009 0.000 -0.001 0.308
H -11.53984 1.29791 0.01316 -0.018 -0.004 0.009 0.284
H -12.23909 0.33107 -1.28420 -0.015 -0.001 0.014 0.293
H -12.78564 2.00496 -1.03925 0.000 0.009 -0.007 0.387
C 0.72126 -2.95301 0.76996 -0.014 0.039 -0.008 0.058
O 0.18470 -1.85570 0.69249 -0.025 -0.113 0.017 -0.602
N 1.05000 -3.70525 -0.28587 0.021 -0.077 0.000 0.196
C 1.70488 -4.99607 -0.14865 -0.055 0.094 -0.124 -1.053
C 0.74125 -3.20543 -1.61500 -0.018 0.033 0.058 -0.879
H 0.98497 -3.41076 1.73569 -0.015 -0.006 0.001 0.313
H 2.67012 -4.99124 -0.65113 0.026 -0.077 0.042 0.356
H 1.08453 -5.78345 -0.58003 0.010 -0.025 0.024 0.366
H 1.87114 -5.21702 0.90299 0.012 0.012 0.011 0.304
H 1.24559 -2.25497 -1.79458 0.000 0.001 -0.023 0.217
H -0.33201 -3.04167 -1.72103 0.002 0.006 -0.016 0.294
H 1.07206 -3.93338 -2.35134 0.005 -0.012 0.005 0.405
C 5.65865 -5.45395 -0.71677 -0.010 -0.057 0.001 0.084
O 4.80574 -6.08990 -0.11822 -0.002 0.044 -0.037 -0.603
N 6.22813 -4.32854 -0.26017 0.028 0.054 -0.064 0.177
C 7.24095 -3.60238 -1.01047 -0.229 0.027 0.228 -1.059
C 5.81347 -3.82145 1.03569 -0.013 -0.063 -0.020 -0.841
H 6.03595 -5.75962 -1.70687 0.012 -0.006 0.010 0.293
H 8.16924 -3.53571 -0.44855 -0.039 -0.023 -0.067 0.519
H 6.88299 -2.59271 -1.22802 0.051 0.002 -0.068 0.330
H 7.43817 -4.11610 -1.94925 0.008 -0.022 0.004 0.278
H 6.00528 -4.56003 1.81438 -0.006 0.012 0.015 0.320
H 4.74448 -3.60214 1.03742 0.002 0.015 0.017 0.177
H 6.36862 -2.91282 1.25426 0.009 0.002 -0.006 0.362
C 10.97830 -3.00110 -1.80915 -0.006 -0.048 0.041 0.120
O 10.26929 -3.24133 -0.84804 0.179 0.044 -0.058 -0.617
N 11.52788 -1.80106 -2.06458 0.036 0.048 -0.049 0.108
C 12.36492 -1.56634 -3.22304 -0.040 0.045 0.084 -0.913
C 11.26759 -0.70989 -1.14001 -0.020 -0.066 0.008 -0.919
H 11.23110 -3.76536 -2.56244 0.007 0.002 0.002 0.290
H 13.36390 -1.24917 -2.91828 0.015 -0.008 -0.029 0.335
H 11.93242 -0.79306 -3.86064 0.017 -0.008 -0.026 0.342
H 12.45303 -2.48430 -3.80070 -0.001 -0.008 -0.001 0.287
H 11.62090 -0.96477 -0.14084 -0.003 0.017 0.007 0.295
H 10.19782 -0.50972 -1.07724 0.002 0.019 0.008 0.270
H 11.78163 0.18192 -1.48945 0.006 0.000 -0.010 0.380


97
Properties=species:S:1:pos:R:3:forces:R:3:mulliken_charge:R:1 method="wB97M-V/def2-TZVPD" e_homo_ev=-9.02 energy_ev=-56477.328 multiplicity=1 orbital_gap_ev=9.51 smiles="O=C([O-])[N@H+]1CCOC[C@@H]1c1ccccn1.CC(C)=O.CC(C)=O.CC(C)=O.CC(C)=O.CC(C)=O.CC(C)=O.CC(C)=O" total_charge=0 e_lumo_ev=0.50
O 3.18752 -3.63871 -1.38468 0.525 0.805 -0.340 -0.690
C 2.22105 -3.15521 -0.83062 -0.533 -2.202 0.536 0.285
O 1.26045 -3.66549 -0.24417 -0.169 0.595 0.019 -0.561
N 2.09541 -1.62747 -0.87114 0.427 0.726 -0.113 0.824
C 3.30588 -0.89422 -0.40175 -0.581 1.009 0.349 -0.870
C 3.09252 0.57457 -0.77038 0.271 -0.522 -0.216 -0.310
O 3.14775 0.79391 -2.16390 0.384 -0.112 0.054 -0.427
C 2.65440 -0.27936 -2.94385 -0.343 0.332 0.212 -1.188
C 1.65343 -1.19205 -2.24867 -0.348 -0.131 -0.654 0.218
C 0.21427 -0.69630 -2.23178 1.064 0.028 0.201 -0.065
C -0.77426 -1.66465 -2.14368 -0.442 -0.002 0.010 -0.570
C -2.11159 -1.29213 -2.08862 0.545 0.375 0.076 -0.477
C -2.35986 0.07497 -2.12981 0.033 -0.669 0.020 -0.294
C -1.28593 0.93659 -2.24839 -0.104 1.173 -0.203 -0.665
N 0.01116 0.62411 -2.30435 -0.970 -1.015 0.225 -0.361
H 1.35324 -1.39546 -0.21446 -0.144 -0.163 -0.028 0.482
H 4.22182 -1.32078 -0.78952 -0.094 -0.197 -0.320 0.263
H 3.31054 -0.93912 0.68476 0.139 -0.245 0.104 0.649
H 3.87921 1.14739 -0.29052 -0.044 0.274 0.000 0.354
H 2.11026 0.90787 -0.42050 0.012 0.052 0.337 0.162
H 2.12525 0.16112 -3.77419 -0.027 0.124 -0.171 0.575
H 3.44580 -0.89072 -3.37461 0.319 0.028 0.264 0.313
H 1.62075 -2.09671 -2.84774 0.215 -0.145 -0.035 0.445
H -0.49926 -2.70865 -2.11319 0.066 -0.085 0.034 0.412
H -2.85992 -2.06912 -2.01880 -0.043 0.406 -0.021 0.558
H -3.36230 0.46752 -2.06669 -0.058 0.126 -0.010 0.362
H -1.50911 1.99518 -2.31256 0.082 0.082 -0.017 0.618
C 2.56580 1.94744 4.06613 0.096 0.032 -0.271 -0.742
C 3.46565 0.77200 3.81299 -0.086 0.096 -0.085 0.867
O 3.98927 0.60153 2.73219 0.061 -0.154 -0.059 -0.595
C 3.68612 -0.18983 4.95413 0.180 -0.145 -0.184 -1.181
H 2.49884 2.54424 3.15886 -0.083 -0.006 -0.003 0.186
H 1.56619 1.59629 4.32927 0.015 0.049 0.131 0.348
H 2.96140 2.56795 4.87086 -0.145 -0.127 0.115 0.185
H 2.73370 -0.62240 5.26403 -0.016 0.102 0.116 0.303
H 4.13775 0.33273 5.79854 -0.143 0.017 0.074 0.333
H 4.35149 -0.98889 4.63345 -0.001 0.005 -0.011 0.328
C -0.17411 -3.44720 2.54380 -0.006 0.255 0.122 -0.580
C -1.24407 -2.61836 3.20377 0.051 -0.013 -0.008 0.866
O -1.12807 -1.42317 3.34989 -0.012 0.029 0.017 -0.562
C -2.48053 -3.34828 3.67927 -0.069 0.243 0.067 -1.097
H 0.65142 -2.80759 2.24833 0.020 -0.026 -0.047 0.026
H 0.19512 -4.20348 3.23925 -0.084 -0.114 -0.076 0.424
H -0.56651 -3.93519 1.65177 0.068 -0.117 0.025 0.057
H -2.20807 -4.10205 4.41943 -0.011 -0.115 -0.103 0.334
H -2.97496 -3.83303 2.83582 0.058 -0.134 0.036 0.233
H -3.16868 -2.63838 4.13298 0.009 0.011 -0.006 0.312
C -1.46746 2.81167 0.56453 0.286 -0.036 0.209 -0.559
C -0.66376 3.83479 1.32193 0.055 -0.291 -0.095 0.648
O 0.42624 3.55855 1.76759 0.122 0.210 0.140 -0.506
C -1.27068 5.20666 1.49611 0.226 0.043 0.140 -1.183
H -0.90506 1.88197 0.51801 0.027 0.011 -0.016 0.157
H -2.41617 2.62603 1.06400 -0.116 0.101 -0.158 0.399
H -1.65139 3.16556 -0.44926 -0.217 0.054 0.048 0.144
H -2.21210 5.13061 2.04222 -0.082 0.007 -0.129 0.336
H -1.45406 5.65991 0.52075 -0.146 -0.034 0.005 0.328
H -0.58492 5.83829 2.05703 0.008 -0.008 -0.001 0.269
C 5.40719 5.82644 5.22247 0.009 -0.190 0.164 -1.200
C 3.96666 5.37673 5.19752 -0.039 0.043 -0.038 0.910
O 3.57684 4.46322 5.88680 0.070 0.036 0.102 -0.588
C 3.03306 6.11623 4.27120 -0.154 -0.156 0.104 -1.089
H 5.96552 5.21320 5.92590 -0.011 -0.008 0.004 0.314
H 5.84841 5.72045 4.23033 -0.016 0.145 -0.027 0.324
H 5.46764 6.87004 5.53482 0.021 0.047 -0.144 0.342
H 3.37698 6.02148 3.24015 0.046 0.125 -0.002 0.302
H 2.99489 7.17216 4.54446 0.100 0.037 -0.113 0.414
H 2.03471 5.69200 4.34922 0.009 -0.026 -0.011 0.254
C -4.87202 -5.70142 -1.94587 -0.045 0.214 -0.164 -1.265
C -3.55867 -4.98261 -1.76598 0.101 -0.034 0.054 0.823
O -3.31787 -3.94862 -2.34908 -0.183 -0.372 -0.062 -0.587
C -2.55366 -5.60412 -0.82900 0.136 0.261 -0.089 -0.702
H -5.49655 -5.14752 -2.64299 0.009 0.008 -0.003 0.328
H -4.69778 -6.70234 -2.34283 -0.019 -0.065 0.140 0.339
H -5.38938 -5.77820 -0.98844 0.044 -0.151 0.018 0.333
H -2.28315 -6.60120 -1.17903 -0.083 -0.070 0.110 0.372
H -2.97616 -5.67714 0.17479 -0.033 -0.161 -0.018 0.278
H -1.65598 -4.98856 -0.79230 0.009 -0.013 -0.003 -0.010
C -6.42807 1.50087 -1.14790 0.215 -0.119 0.044 -1.105
C -5.62855 2.52870 -0.38380 -0.031 -0.006 -0.007 0.784
O -4.53968 2.27036 0.07274 -0.074 -0.011 -0.034 -0.458
C -6.25184 3.89327 -0.21655 0.214 0.026 0.118 -1.123
H -5.86961 0.56851 -1.19396 0.004 0.001 0.016 0.228
H -7.37955 1.31924 -0.64621 -0.075 0.083 -0.100 0.387
H -6.61734 1.85264 -2.16331 -0.144 0.036 0.036 0.332
H -7.19620 3.80975 0.32321 -0.080 0.017 -0.128 0.343
H -6.43361 4.34373 -1.19347 -0.149 -0.033 0.008 0.339
H -5.57686 4.53236 0.34800 0.009 -0.009 0.003 0.261
C 3.06203 -1.83879 -7.41802 0.070 0.183 0.164 -1.196
C 2.01432 -2.06809 -6.35806 -0.041 -0.036 0.013 0.760
O 1.99524 -1.41709 -5.33841 -0.072 -0.207 -0.299 -0.388
C 0.99204 -3.14469 -6.62351 -0.076 0.073 0.230 -1.046
H 3.73005 -1.04155 -7.10057 -0.007 0.000 0.013 0.293
H 3.64286 -2.74942 -7.57093 -0.076 -0.034 -0.124 0.354
H 2.58680 -1.55149 -8.35714 0.018 -0.141 -0.058 0.348
H 1.48788 -4.10895 -6.74382 -0.013 0.006 -0.146 0.344
H 0.43073 -2.91126 -7.52954 0.080 -0.099 -0.081 0.359
H 0.30181 -3.20377 -5.78472 0.006 0.011 0.005 0.174